[1]
{
  "formula": "C34H70F8N2O13P",
  "method": "ωB97M-V/def2-TZVPD",
  "symbols": ["C", "O", "C", "N", "C", "C", "P", "C", "O", "N", "C", "C", "C", "C", "O", "C", "C", "F", "F", "C", "F", "F", "C", "F", "F", "C", "F", "F", "H", "H", "H", "H", "H", "H", "H", "H", "H", "H", "H", "H", "H", "H", "H", "H", "H", "H", "H", "H", "C", "O", "C", "C", "O", "C", "H", "H", "H", "H", "H", "H", "H", "H", "H", "H", "C", "O", "C", "C", "O", "C", "H", "H", "H", "H", "H", "H", "H", "H", "H", "H", "C", "O", "C", "C", "O", "C", "H", "H", "H", "H", "H", "H", "H", "H", "H", "H", "C", "O", "C", "C", "O", "C", "H", "H", "H", "H", "H", "H", "H", "H", "H", "H", "C", "O", "C", "C", "O", "C", "H", "H", "H", "H", "H", "H", "H", "H", "H", "H"],
  "coordinates": [[0.41, -4.56, 7.99], [1.38, -3.49, 8.24], [0.68, -2.22, 8.19], [0.43, -1.88, 6.75], [-0.96, -1.69, 6.33], [-0.75, -1.42, 4.82], [-2.33, -1.15, 3.83], [-3.44, -2.63, 4.32], [-3.19, 0.24, 4.35], [0.65, -1.44, 4.41], [1.17, -1.20, 3.04], [1.34, -1.73, 5.65], [2.94, -1.93, 5.80], [3.22, -3.44, 5.25], [4.37, -3.50, 4.38], [4.05, -4.06, 3.08], [5.35, -4.95, 2.65], [6.42, -4.61, 3.53], [5.76, -4.62, 1.33], [5.04, -6.50, 2.88], [6.32, -7.14, 3.08], [4.31, -6.76, 4.10], [4.35, -7.25, 1.64], [5.41, -7.91, 0.92], [3.59, -6.39, 0.80], [3.34, -8.45, 2.07], [2.09, -7.90, 2.49], [3.92, -9.37, 2.98], [-0.23, -4.38, 7.05], [1.00, -5.54, 7.83], [-0.30, -4.65, 8.88], [1.19, -1.39, 8.78], [-0.35, -2.39, 8.68], [-1.92, -1.76, 6.94], [-4.55, -2.32, 4.26], [-3.24, -2.98, 5.41], [-3.27, -3.54, 3.64], [-4.01, 0.24, 3.80], [0.80, -0.20, 2.60], [2.31, -1.22, 3.03], [0.76, -2.04, 2.36], [3.24, -1.89, 6.91], [3.53, -1.19, 5.16], [3.41, -4.17, 6.14], [2.25, -3.84, 4.76], [3.17, -4.79, 3.07], [3.85, -3.23, 2.32], [3.12, -9.03, 1.10], [4.21, 0.70, -0.03], [2.93, 0.94, 0.56], [2.60, 2.33, 0.56], [1.61, 2.67, -0.55], [2.22, 2.52, -1.84], [1.83, 1.31, -2.48], [4.30, -0.37, -0.21], [4.33, 1.23, -0.97], [5.00, 1.00, 0.67], [3.50, 2.95, 0.50], [2.12, 2.54, 1.53], [1.33, 3.72, -0.46], [0.70, 2.06, -0.48], [0.81, 1.39, -2.84], [1.91, 0.45, -1.80], [2.50, 1.14, -3.33], [2.94, -2.23, -2.46], [2.49, -1.73, -3.71], [3.41, -2.00, -4.76], [2.96, -3.18, -5.61], [3.00, -4.40, -4.87], [1.71, -4.80, -4.43], [2.10, -2.21, -1.76], [3.30, -3.26, -2.53], [3.74, -1.59, -2.07], [4.42, -2.16, -4.36], [3.45, -1.10, -5.39], [3.66, -3.30, -6.45], [1.96, -3.00, -6.03], [1.13, -5.19, -5.27], [1.16, -3.97, -3.96], [1.83, -5.58, -3.68], [-1.80, -2.41, -6.35], [-1.90, -1.25, -7.16], [-2.71, -0.24, -6.55], [-1.85, 0.86, -5.93], [-1.12, 0.36, -4.81], [0.24, 0.10, -5.13], [-0.99, -3.03, -6.75], [-1.56, -2.17, -5.31], [-2.73, -2.98, -6.40], [-3.39, -0.68, -5.82], [-3.31, 0.20, -7.35], [-2.52, 1.64, -5.55], [-1.19, 1.31, -6.67], [0.79, 1.05, -5.21], [0.34, -0.46, -6.06], [0.68, -0.48, -4.32], [-4.38, 6.02, -3.80], [-3.05, 6.03, -4.30], [-2.08, 6.19, -3.27], [-1.42, 4.87, -2.92], [-2.35, 3.97, -2.31], [-2.82, 2.99, -3.21], [-5.04, 5.66, -4.59], [-4.48, 5.36, -2.93], [-4.67, 7.04, -3.53], [-2.52, 6.66, -2.39], [-1.31, 6.87, -3.66], [-0.63, 5.05, -2.18], [-0.95, 4.41, -3.80], [-2.04, 2.24, -3.38], [-3.13, 3.42, -4.17], [-3.68, 2.49, -2.76], [-5.83, 9.55, -0.79], [-5.38, 8.20, -0.80], [-4.51, 7.92, 0.30], [-5.24, 7.16, 1.41], [-6.23, 7.98, 2.02], [-7.54, 7.67, 1.56], [-6.66, 9.63, -1.50], [-6.18, 9.86, 0.19], [-5.02, 10.21, -1.12], [-4.05, 8.84, 0.68], [-3.71, 7.28, -0.09], [-4.52, 6.90, 2.18], [-5.68, 6.23, 1.03], [-7.88, 6.73, 2.00], [-7.59, 7.61, 0.47], [-8.21, 8.47, 1.88]],
  "e_tot_ha": -3564.71415,
  "molar_mass_g_mol": 897.89,
  "charge": 1,
  "orbital_gap_ev": 6.941
}


[2]
{
  "formula": "C2H3BrO",
  "method": "ωB97M-V/def2-TZVPD",
  "symbols": ["C", "C", "O", "Br", "H", "H", "H"],
  "coordinates": [[0.74, -0.22, 0.00], [-0.59, 0.49, -0.14], [-0.85, 1.67, -0.08], [-2.20, -0.67, 0.01], [1.30, 0.41, 0.62], [1.20, -0.63, -0.96], [0.41, -1.05, 0.54]],
  "e_tot_ha": -2727.24590,
  "smiles": "CC(=O)Br",
  "molar_mass_g_mol": 122.95,
  "charge": 0,
  "orbital_gap_ev": 10.830
}


[3]
{
  "formula": "C15H24N4ORhS4",
  "method": "ωB97M-V/def2-TZVPD",
  "symbols": ["Rh", "C", "C", "S", "C", "C", "S", "C", "C", "S", "H", "H", "H", "H", "H", "H", "H", "H", "H", "H", "H", "H", "C", "S", "O", "C", "C", "C", "C", "C", "C", "H", "H", "H", "H", "H", "H", "H", "H", "N", "C", "N", "N", "C", "N", "H", "H", "H", "H"],
  "coordinates": [[-0.13, -0.13, 0.18], [3.13, 0.10, 1.39], [2.22, 1.12, 2.04], [0.52, 0.58, 2.50], [0.83, -0.90, 3.56], [0.06, -2.13, 3.12], [0.23, -2.60, 1.36], [2.01, -3.03, 1.30], [2.71, -2.42, 0.10], [2.46, -0.63, -0.16], [3.42, -0.71, 2.06], [4.05, 0.62, 1.09], [2.03, 1.96, 1.37], [2.67, 1.51, 2.96], [0.49, -0.62, 4.56], [1.90, -1.06, 3.61], [-1.01, -1.98, 3.25], [0.36, -3.00, 3.71], [2.06, -4.12, 1.21], [2.46, -2.76, 2.25], [2.34, -2.87, -0.83], [3.79, -2.59, 0.16], [-3.46, -1.84, -2.33], [-2.24, -0.53, -2.05], [-0.98, -1.23, -1.61], [-2.81, 0.13, -0.42], [-3.43, 1.37, -0.34], [-3.94, 1.80, 0.88], [-3.80, 1.02, 2.01], [-3.17, -0.21, 1.94], [-2.64, -0.67, 0.72], [-3.50, -2.53, -1.50], [-3.18, -2.37, -3.23], [-4.42, -1.35, -2.47], [-3.54, 1.98, -1.22], [-4.45, 2.75, 0.93], [-4.21, 1.36, 2.96], [-3.13, -0.85, 2.81], [-2.32, -1.70, 0.63], [2.45, 3.91, -3.68], [1.71, 2.90, -4.11], [1.68, 2.59, -5.39], [0.96, 2.15, -3.29], [0.70, 1.88, -2.12], [0.32, 1.51, -1.07], [2.99, 4.47, -4.33], [2.48, 4.20, -2.71], [2.24, 3.09, -6.07], [1.11, 1.83, -5.74]],
  "e_tot_ha": -2582.54965,
  "molar_mass_g_mol": 507.56,
  "charge": 3,
  "orbital_gap_ev": 6.237
}